Entry 1:
# C18H16KNP

A structure of composition C18H16KNP at a distorted geometry (the ωB97M-V functional and the def2-TZVPD basis, the OMol25 dataset).

Computed properties:
Gap between HOMO and LUMO   0.29650 hartree

```
! wB97M-V def2-TZVPD RIJCOSX def2/J DEFGRID3
* xyz 1 1
H -3.26774 0.16064 -2.91478
C -0.10569 -0.04375 -1.74174
C -0.17522 1.23260 0.76244
H -1.85299 1.04435 -1.11565
H -2.35708 -1.45891 -4.53404
C -1.01600 0.36788 1.45859
C 1.49817 -0.95370 0.43429
C -1.43235 0.36064 -1.84241
C -0.28116 2.61195 0.96113
C 1.28546 -3.28437 0.95142
H 0.31458 4.46185 0.47769
C -2.23300 -0.14149 -2.85456
C 0.42171 -0.91463 -2.69649
C 2.80639 -1.91271 2.20713
H 0.01860 -2.13166 -4.40673
C 2.21638 -3.14370 1.96757
H 0.83633 -4.24566 0.75394
P 1.02362 0.57380 -0.44183
H -2.84730 2.62578 3.16994
H 2.48813 -3.99716 2.56829
C 2.45580 -0.81994 1.43732
H 1.46173 -1.21491 -2.61980
K 1.35696 2.71921 -2.38397
H 1.54221 3.38368 0.62476
C -2.09847 2.23372 2.49777
H -0.92421 -0.69926 1.32000
C 0.92071 -2.19354 0.18351
C -1.25311 3.09914 1.82818
H -1.34561 4.16622 1.98120
N 0.59254 3.50216 0.27773
C -0.38492 -1.42611 -3.69549
H 2.92250 0.14356 1.60786
C -1.71746 -1.04524 -3.76984
H 0.19411 -2.30677 -0.60809
H 3.54035 -1.80831 2.99149
H -2.62939 0.18959 2.84429
C -1.97458 0.86503 2.31889
*
```

Which charges does natural (NBO) predict for the atoms? In e, they are:
1 H 0.23
2 C -0.28
3 C -0.41
4 H 0.23
5 H 0.23
6 C -0.17
7 C -0.24
8 C -0.25
9 C 0.22
10 C -0.20
11 H 0.38
12 C -0.20
13 C -0.27
14 C -0.19
15 H 0.23
16 C -0.19
17 H 0.22
18 P 0.69
19 H 0.23
20 H 0.23
21 C -0.24
22 H 0.22
23 K 0.97
24 H 0.38
25 C -0.17
26 H 0.23
27 C -0.25
28 C -0.26
29 H 0.21
30 N -0.90
31 C -0.19
32 H 0.21
33 C -0.20
34 H 0.22
35 H 0.22
36 H 0.23
37 C -0.22

***

Entry 2:
# C18H16N2O2S

The molecule C18H16N2O2S (the ωB97M-V functional and the def2-TZVPD basis, the OMol25 dataset).

Computed properties:
SMILES   C/C(=N\NC(=O)COc1ccc2ccccc2c1)c1cccs1
Gap between HOMO and LUMO   0.30752 hartree

```
! wB97M-V def2-TZVPD RIJCOSX def2/J DEFGRID3
* xyz 0 1
C -1.12703 1.22002 -1.55597
N -0.57977 -1.80790 -0.73312
C 2.42525 2.04169 -0.89647
C 1.51699 -1.66115 0.11957
N -1.91532 -1.70602 -0.93367
H 2.40016 -1.35671 2.06939
C 3.70752 -1.39968 -0.97427
C 2.53577 -1.43069 1.00587
C -3.00673 -1.49982 -0.13532
C 0.01016 1.87405 0.49730
O -3.36582 0.46048 -1.52727
C 3.78660 -1.28369 0.37820
C 2.38831 2.27934 0.48627
C 1.20566 2.20541 1.16694
H 3.36962 2.09996 -1.41729
H -1.37773 -2.11423 1.87576
C 0.09229 -1.76352 0.35290
H -2.05987 -1.44908 -1.90651
H -4.72645 -0.21007 -0.08198
H -4.59081 -1.13810 -1.59150
H 1.17063 2.38795 2.23187
H -3.26590 1.18107 1.06521
H -1.09925 1.00686 -2.61393
C -4.02459 -0.58615 -0.83562
H 0.30601 -2.31573 2.39831
O -3.18609 -1.94250 0.97588
C -2.28877 1.01459 -0.85353
H 4.50323 -1.33568 -1.68968
H 1.30679 1.54286 -2.63974
H 4.70232 -1.09901 0.91104
C 0.04755 1.63215 -0.90068
H -1.26202 1.96120 2.23005
C 1.28111 1.73453 -1.57718
C -2.34199 1.31006 0.52306
H -0.35727 -0.69854 2.13184
S 2.10346 -1.68522 -1.51296
H 3.30336 2.51963 1.00719
C -1.22054 1.74083 1.17256
C -0.36686 -1.72918 1.77747
*
```

Which charges does natural (NBO) predict for the atoms? In e, they are:
1 C -0.25
2 N -0.26
3 C -0.20
4 C -0.24
5 N -0.45
6 H 0.22
7 C -0.41
8 C -0.23
9 C 0.64
10 C -0.10
11 O -0.51
12 C -0.27
13 C -0.22
14 C -0.18
15 H 0.22
16 H 0.27
17 C 0.24
18 H 0.40
19 H 0.20
20 H 0.22
21 H 0.21
22 H 0.23
23 H 0.22
24 C -0.17
25 H 0.22
26 O -0.58
27 C 0.28
28 H 0.23
29 H 0.21
30 H 0.22
31 C 0.03
32 H 0.22
33 C -0.20
34 C -0.28
35 H 0.23
36 S 0.48
37 H 0.21
38 C -0.17
39 C -0.70

***

Entry 3:
# C18H16N2O3

A structure of composition C18H16N2O3 at a distorted geometry (the ωB97M-V functional and the def2-TZVPD basis, the OMol25 dataset).

Computed properties:
Gap between HOMO and LUMO   0.32736 hartree

```
! wB97M-V def2-TZVPD RIJCOSX def2/J DEFGRID3
* xyz 0 1
C -1.26708 4.26692 0.21478
H 1.82674 0.60908 1.06240
H -0.14068 -5.62468 1.96459
C 1.67678 -5.03971 1.49007
H 0.70035 -2.16255 -3.03846
C 0.84024 -0.40022 -1.89259
H 2.33181 -5.68168 1.93917
C -0.82753 3.68751 1.35894
C 0.58026 2.12742 0.05296
O -1.45806 4.26703 2.27330
H 3.61288 -4.29506 0.57569
N 0.55927 -0.02628 -0.54127
H -0.88857 4.48239 -1.89620
C 0.45679 -3.39449 -0.40326
H -2.36344 -4.34619 0.84942
H 0.15411 1.88635 2.28867
C -0.82851 3.91454 -1.03318
H -2.74808 -2.67739 -1.25813
H 2.14990 1.09775 -0.71984
C -0.24116 -4.09145 0.44344
H 2.43929 -2.87092 -1.20033
N -1.81061 -3.98625 0.21576
H -0.94878 -1.25882 -2.72373
C -0.06104 2.45504 1.53837
C 2.67223 -4.31578 0.49082
H -3.12483 5.26991 2.11024
C -0.38473 -2.66454 -1.14931
H -1.65728 6.21046 2.44592
H -0.10542 -0.53933 -0.13421
C 0.48218 -4.95958 1.18193
C 1.30800 0.97813 -0.23596
C 0.08181 -1.79568 -2.21800
H 0.39352 2.59267 -1.90940
C 0.34720 2.81249 -1.07893
C 2.01629 -3.37836 -0.43727
O -2.11852 5.35039 0.49765
C -1.48362 -3.05059 -0.72128
O 1.77017 0.01879 -2.57205
C -2.17818 5.32833 2.07048
*
```

Which charges does natural (NBO) predict for the atoms? In e, they are:
1 C 0.17
2 H 0.06
3 H 0.19
4 C -0.23
5 H 0.25
6 C 0.70
7 H 0.22
8 C 0.35
9 C 0.00
10 O -0.48
11 H 0.17
12 N -0.63
13 H 0.21
14 C -0.04
15 H 0.43
16 H 0.20
17 C -0.21
18 H 0.13
19 H 0.24
20 C 0.09
21 H 0.20
22 N -0.56
23 H 0.23
24 C -0.28
25 C -0.14
26 H 0.16
27 C -0.27
28 H 0.16
29 H 0.41
30 C -0.19
31 C -0.13
32 C -0.49
33 H 0.16
34 C -0.19
35 C -0.20
36 O -0.52
37 C 0.18
38 O -0.61
39 C 0.28

***

Entry 4:
# C18H16N4O6S

The molecule C18H16N4O6S at a distorted geometry (the ωB97M-V functional and the def2-TZVPD basis, the OMol25 dataset).

Computed properties:
SMILES   O=C(NO[C@H]1CCCCO1)c1ccc(Sc2ccc([N+](=O)[O-])c3nonc23)cc1
Gap between HOMO and LUMO   0.25172 hartree

```
! wB97M-V def2-TZVPD RIJCOSX def2/J DEFGRID3
* xyz 0 1
C -1.12408 3.69105 -3.05786
H 0.18954 -1.82089 1.26730
C -2.40401 -0.83264 -2.48055
H 1.40142 -1.92832 3.91722
H -0.71806 0.41274 -2.13378
C -2.51539 -2.92739 -1.18976
H -3.09883 -3.86504 -0.85120
C -1.51449 4.13991 -1.69092
H 2.47314 0.52641 1.01455
C -0.62072 -1.40978 -0.96938
N -3.06308 3.73856 0.11383
H 4.21129 -0.81837 4.06371
H 4.41508 -0.48600 1.08860
H -4.16077 -2.14092 -2.44849
C -2.72001 1.83099 -2.91039
O 1.83665 -1.10743 1.86503
O -0.93801 -4.68387 0.53476
N -3.95091 1.86496 -0.91579
H -0.44679 4.29696 -3.69874
C -3.10757 -1.98195 -2.10352
N 0.06461 -2.82914 1.42888
C 2.65626 0.01080 1.92924
H 2.23047 0.61248 2.76020
O -1.65854 5.95984 -0.35111
S -3.28506 0.28754 -3.63817
C -0.73688 -3.44815 0.49085
H 0.38819 -1.20336 -0.54899
O -4.01925 2.82159 0.24277
C 1.84586 -2.13493 2.81773
H -1.49083 2.16488 -4.62371
O 1.17878 -3.24932 2.30027
O 0.18351 5.56778 -1.39547
H 3.50673 -3.45158 3.52164
C 4.38117 -1.34216 3.09407
C 4.15506 -0.26043 2.12185
C -3.02737 2.33486 -1.65381
C -1.76778 2.52476 -3.63482
C -1.32249 -2.55863 -0.52504
C -1.17876 -0.55182 -1.87634
N -0.97182 5.27586 -1.07412
H 3.71590 -2.95940 1.91291
C -2.50620 3.46104 -1.04393
H 4.70948 0.65291 2.38835
C 3.35528 -2.55686 2.87103
H 5.44926 -1.62757 3.07109
*
```

Which charges does natural (NBO) predict for the atoms? In e, they are:
1 C -0.13
2 H 0.39
3 C -0.13
4 H 0.16
5 H 0.22
6 C -0.13
7 H 0.26
8 C 0.06
9 H 0.19
10 C -0.12
11 N 0.02
12 H 0.20
13 H 0.20
14 H 0.24
15 C -0.16
16 O -0.57
17 O -0.60
18 N -0.05
19 H 0.26
20 C -0.23
21 N -0.34
22 C -0.04
23 H 0.16
24 O -0.33
25 S 0.30
26 C 0.61
27 H 0.22
28 O -0.12
29 C 0.38
30 H 0.25
31 O -0.35
32 O -0.38
33 H 0.23
34 C -0.40
35 C -0.44
36 C 0.09
37 C -0.21
38 C -0.16
39 C -0.27
40 N 0.50
41 H 0.22
42 C 0.01
43 H 0.22
44 C -0.44
45 H 0.23

***

Entry 5:
# C18H16N5O6S3Se2V

A structure of composition C18H16N5O6S3Se2V (the ωB97M-V functional and the def2-TZVPD basis, the OMol25 dataset).

Computed properties:
Gap between HOMO and LUMO (alpha / beta)   0.23556 / 0.24465 hartree

```
! wB97M-V def2-TZVPD RIJCOSX def2/J DEFGRID3
* xyz 1 2
C -0.23810 -3.01870 -0.16795
C 2.79109 -1.48796 1.02564
C 0.08800 -4.35530 -0.34128
H -0.41692 3.89294 -5.15465
C 0.20997 3.21912 -1.90954
H -2.46412 2.61018 -4.53421
Se -3.61345 1.76158 0.08068
H -3.80601 -0.26981 4.30712
O -0.67565 -0.51261 -1.43006
H 3.82734 -1.67879 1.28100
H 5.50412 3.54359 2.73761
N -1.36412 0.23620 1.02280
O 0.21996 0.38313 -3.54996
C -2.52283 0.71961 1.24900
C -1.21005 -1.62780 2.55395
H -2.71759 -2.43520 3.94666
S 0.80996 2.01515 1.14016
V 0.45475 -0.03115 0.11461
H -3.78504 1.53626 2.79316
S 0.46430 -0.49739 -2.46616
H 0.93665 3.37812 -1.12097
C -1.67561 2.78692 -3.81620
H -0.66133 -5.03910 -0.71217
C -0.54104 3.50641 -4.15177
C 1.37857 -4.77102 -0.07710
O -2.29802 -2.12927 1.88218
H -1.21380 -2.63393 -0.42518
N 2.29881 -0.31074 1.08968
C -2.50336 -1.64624 3.23822
C 0.41993 3.72967 -3.17903
C 2.31181 -3.84558 0.38031
O 0.93344 -1.82225 -2.72281
H 1.66624 -5.80186 -0.23411
H 5.38778 2.22715 1.54423
C -3.18317 0.66391 2.56475
O 1.46227 0.17778 -1.39608
N 0.64697 -2.13563 0.29369
C 1.90325 -2.54367 0.56491
N -0.86304 2.50018 -1.57805
H -0.37932 -2.28344 2.78426
C 4.93516 2.66951 2.42733
C -1.76408 2.30233 -2.52019
C 2.50796 1.83545 1.51095
H 3.33559 -4.12718 0.58293
H 4.89733 1.94543 3.23595
Se -3.27701 1.18265 -2.10789
C -3.21386 -0.36671 3.40567
H 1.31754 4.29182 -3.39435
N 3.12999 0.69988 1.48888
S 3.28351 3.27765 2.04449
O -0.71401 -0.35778 2.14017
*
```

Which charges does natural (NBO) predict for the atoms? In e, they are:
1 C 0.13
2 C 0.14
3 C -0.21
4 H 0.23
5 C 0.06
6 H 0.23
7 Se 0.30
8 H 0.24
9 O -0.94
10 H 0.23
11 H 0.25
12 N -0.22
13 O -0.90
14 C 0.13
15 C 0.34
16 H 0.22
17 S 0.07
18 V 1.23
19 H 0.25
20 S 2.57
21 H 0.20
22 C -0.26
23 H 0.25
24 C -0.13
25 C -0.11
26 O -0.45
27 H 0.25
28 N -0.26
29 C 0.00
30 C -0.24
31 C -0.19
32 O -0.93
33 H 0.24
34 H 0.24
35 C -0.27
36 O -0.84
37 N -0.48
38 C 0.15
39 N -0.49
40 H 0.20
41 C -0.74
42 C 0.06
43 C -0.07
44 H 0.25
45 H 0.24
46 Se 0.28
47 C -0.14
48 H 0.23
49 N -0.37
50 S 0.39
51 O -0.38